Computed, not measured: one molecule with the formula C7H6N4O2 at a distorted geometry, with the ωB97M-V functional and the def2-TZVPD basis.

Element x y z (Å)
O: 1.48789 2.54794 -0.41907
C: 0.84234 1.54671 -0.06168
N: -0.56899 1.67868 0.16713
N: -1.47040 0.52007 0.08001
C: -2.15344 -0.04109 1.16659
N: -3.00320 -0.96029 0.65171
N: -2.51259 -1.05787 -0.80325
C: -1.76738 -0.04122 -1.07583
C: 1.28351 0.18170 0.25230
C: 2.65001 -0.10370 0.41219
C: 2.72136 -1.50090 0.19265
O: 1.64707 -2.05590 -0.23973
C: 0.73910 -0.97431 -0.18578
H: -1.02365 2.66284 0.17570
H: -2.15416 0.38659 2.16922
H: -1.74824 0.26393 -2.18370
H: 3.29749 0.61533 0.84913
H: 3.69193 -2.14478 0.13286
H: -0.14992 -1.38754 -0.74458

Output
energy relative to the best compared isomer or geometry (same formula, charge and spin) = 3.232 eV
2S+1 = 1
HOMO level = -9.22 eV
structure (SMILES) = O=C(Nn1cnnc1)c1ccoc1
Kohn-Sham gap = 9.67 eV

Computed, not measured: C7H6NO7Pb as an isolated structure at a distorted geometry, with the ωB97M-V functional and the def2-TZVPD basis.

Element x y z (Å)
O: -1.84504 -3.81020 -1.13373
C: -1.29252 -2.88991 -1.48606
Pb: -0.18779 -0.05532 -1.59617
O: 2.43881 -1.88637 0.41547
C: 1.80603 -1.45497 -0.42720
C: 1.60459 1.80489 -1.80392
O: 2.27682 2.72581 -1.76185
C: -1.28411 1.30323 -3.26636
O: -0.96066 2.14453 -4.02481
C: 1.25134 -0.99531 -3.73546
O: 1.88826 -1.26372 -4.64213
H: -2.27493 0.74083 -3.01416
N: 0.15212 0.96541 3.44813
C: -0.80803 -0.02784 2.88777
C: -0.58196 -0.03294 1.38466
O: -1.24192 -0.83932 0.65675
O: 0.30898 0.77892 0.96731
H: 1.05299 0.49715 3.58574
H: -0.15364 1.33225 4.35046
H: 0.29112 1.71168 2.74543
H: -0.60935 -1.01126 3.31589
H: -1.83110 0.26248 3.13423

Output
energy relative to the best compared isomer or geometry (same formula, charge and spin) = 0.000 eV
2S+1 = 1
HOMO level (alpha / beta) = -21.80 / -21.80 eV
net charge = +3
Kohn-Sham gap (alpha / beta) = 6.44 / 6.43 eV

Computed, not measured: C7H6O as an isolated structure at a distorted geometry, with the ωB97M-V functional and the def2-TZVPD basis.

Element x y z (Å)
C: -0.40443 -2.93399 -0.63315
C: -1.58069 -2.22371 -0.14362
C: -1.84145 -1.06377 0.33793
C: -0.31584 -0.84174 0.40816
C: 0.45329 -2.00068 -0.17888
C: 0.37187 0.47065 0.41062
C: -0.34901 1.77280 0.31295
O: 0.08375 -0.24674 1.58481
H: -0.37700 -3.81958 -1.10253
H: 1.45123 -2.16819 -0.18644
H: 1.35786 0.61136 0.04085
H: 0.24004 2.74043 0.66823
H: -1.32994 1.65085 0.87537
H: -0.59949 1.77670 -0.79803

Output
energy relative to the best compared isomer or geometry (same formula, charge and spin) = 6.224 eV
2S+1 = 1
HOMO level = -9.19 eV
Kohn-Sham gap = 8.92 eV

Computed, not measured: one molecule with the formula C7H6O3 at a distorted geometry, with the ωB97M-V functional and the def2-TZVPD basis.

Element x y z (Å)
O: -2.51147 1.11887 0.24122
C: -1.99691 0.02210 0.02831
O: -2.71518 -1.14752 -0.41070
C: -0.55420 -0.13650 0.05819
C: 0.12377 -1.26002 0.35020
C: 1.47519 -1.32854 0.04511
C: 2.19122 -0.17291 -0.03205
C: 1.61839 1.03192 -0.19318
C: 0.19919 1.09650 -0.09369
O: -0.16792 2.39834 -0.07802
H: -3.78733 -1.17457 -0.24207
H: -0.32364 -2.27322 0.64276
H: 2.20243 -2.21003 -0.26014
H: 3.36170 -0.38460 -0.32963
H: 2.11391 1.98070 -0.09019
H: -1.22915 2.43947 0.36389

Output
energy relative to the best compared isomer or geometry (same formula, charge and spin) = 1.962 eV
2S+1 = 1
HOMO level = -8.50 eV
structure (SMILES) = O=C(O)c1ccccc1O
Kohn-Sham gap = 8.73 eV